{"formula": "CH21O13", "method": "ωB97M-V with the def2-TZVPD basis set", "species": ["C", "O", "O", "O", "H", "O", "H", "H", "O", "H", "H", "O", "H", "H", "O", "H", "H", "O", "H", "H", "O", "H", "H", "O", "H", "H", "O", "H", "H", "O", "H", "H", "O", "H", "H"], "positions_angstrom": [[-0.01966, 0.19088, -0.00514], [0.87384, -0.04817, -0.82395], [-0.27319, -0.64275, 1.07399], [-0.73415, 1.19194, -0.05881], [-0.08481, -1.53162, 0.92817], [-3.31407, -2.21815, 0.61732], [-4.11048, -2.01244, 1.08138], [-2.72132, -1.53037, 0.77397], [3.26959, 0.71785, -0.24889], [3.78680, 0.63490, -1.18132], [2.57357, 0.19071, -0.25989], [2.30505, -2.10924, 0.77394], [3.12317, -1.94781, 0.47297], [2.04728, -2.13892, -0.21342], [-0.66517, 1.38988, -2.82705], [-0.28832, 0.66128, -3.13436], [-0.42581, 1.26705, -1.90597], [1.33587, -2.50820, -1.79507], [1.00194, -1.61544, -1.57345], [0.46676, -2.84449, -2.09991], [-3.19234, 1.70904, -0.00903], [-3.55666, 0.97382, -0.48578], [-2.36234, 1.47472, -0.07382], [-0.58137, 3.68407, 0.74582], [-0.58186, 2.84090, 0.62140], [-0.96535, 4.22350, -0.00873], [0.28997, 1.00543, 3.22427], [-0.23605, 0.63720, 2.43712], [-0.02914, 0.26044, 3.71587], [1.30163, 2.85332, -3.22851], [2.17990, 2.42917, -3.43357], [0.83746, 2.01034, -2.96961], [-0.36398, -3.13126, 2.89408], [-0.70249, -3.78782, 3.64090], [-0.18428, -2.27972, 3.33510]], "charge": -1, "relative_energy_kcal_mol": 106.64, "gap_ev": 9.54, "homo_energy_ev": -7.0, "e_tot_ev": -27995.490, "spin_multiplicity": 1, "max_force_ev_per_a": 10.5}